Run a
Below is one molecule with the formula C4H9N, with properties calculated with wB97M-V/def2-TZVPD.

Geometry as ORCA input:
```
! wB97M-V def2-TZVPD RIJCOSX def2/J DEFGRID3
* xyz 0 1
C 1.655 1.016 0.427
C 1.483 0.250 -0.567
N -0.209 -0.143 -0.063
C -1.349 0.735 -0.240
C -0.594 -1.490 0.311
H 1.411 1.726 1.190
H 2.838 0.975 -0.111
H 1.868 -0.405 -1.326
H -1.874 0.920 0.711
H -1.040 1.707 -0.638
H -2.088 0.321 -0.945
H -1.337 -1.922 -0.378
H -1.030 -1.524 1.323
H 0.266 -2.167 0.307
*
```

Summary:
- E_HOMO: -7.19 eV
- SMILES: C=CN(C)C
- Orbital gap: 8.22 eV


Run b
Below is one molecule with the formula C4H9N, with properties calculated with wB97M-V/def2-TZVPD.

Geometry as ORCA input:
```
! wB97M-V def2-TZVPD RIJCOSX def2/J DEFGRID3
* xyz 0 1
C -0.872 -0.065 0.783
C -0.917 -0.146 -0.746
C 0.573 -0.264 -1.177
N 1.366 0.139 0.006
C 0.464 0.636 1.041
H -0.781 -1.085 1.174
H -1.716 0.442 1.253
H -1.456 -1.041 -1.039
H -1.387 0.687 -1.275
H 0.816 -1.295 -1.421
H 0.773 0.464 -1.956
H 1.919 -0.621 0.375
H 0.894 0.429 2.015
H 0.325 1.722 0.966
*
```

Summary:
- E_HOMO: -8.63 eV
- SMILES: C1CCNC1
- Orbital gap: 9.79 eV


Each structure's energy above the most stable one, in hartree: run a 0.2025; run b 0.0000.